{"formula": "H14O6S", "method": "the ωB97M-V functional and the def2-TZVPD basis", "smiles": "O.O.O.O.O.O.S", "total_energy_ha": -858.01261, "molar_mass_g_mol": 142.17, "homo_energy_ev": -9.63, "e_above_lowest_kj_mol": 69.39, "orbital_gap_ev": 9.98, "elements": ["S", "H", "H", "H", "H", "O", "H", "H", "O", "H", "H", "O", "H", "H", "O", "H", "H", "O", "H", "H", "O"], "coordinates": [[-3.86775, 2.35081, 0.39826], [-4.15687, 2.93017, -0.77514], [-2.83846, 3.14035, 0.72905], [-1.61757, 0.78055, -1.25017], [-1.18295, -0.25095, -0.21132], [-1.06929, 0.67021, -0.46766], [2.26903, 0.12411, 0.93300], [1.33571, -0.52576, 1.88958], [2.26330, -0.56869, 1.61356], [1.57313, 2.75003, -0.68496], [0.49820, 1.68928, -0.23521], [1.40103, 2.01485, -0.09577], [1.78608, 0.00043, -3.80805], [1.44384, -0.64506, -2.43574], [1.06444, -0.26159, -3.23081], [-0.52571, -1.95085, 1.54231], [-0.80686, -2.62521, 2.84369], [-0.85066, -1.75045, 2.44161], [0.95647, -3.27321, -0.19626], [1.57034, -2.12443, 0.70424], [0.75455, -2.47459, 0.29580]]}

{"formula": "C4H5NO2", "method": "the ωB97M-V functional and the def2-TZVPD basis", "total_energy_ha": -360.54920, "molar_mass_g_mol": 99.09, "homo_energy_ev": -9.28, "e_above_lowest_kj_mol": 315.64, "orbital_gap_ev": 9.67, "elements": ["C", "C", "C", "C", "H", "H", "H", "H", "H", "N", "O", "O"], "coordinates": [[0.30458, 0.88178, -0.42965], [0.60850, -0.77133, 1.27140], [-0.45233, -1.45459, 0.77470], [-1.28325, -1.06133, -0.32502], [1.52666, 1.37130, 1.28712], [1.50092, -1.45061, 1.83224], [-0.52640, -2.48099, 1.14504], [-2.26490, -0.60439, 0.04369], [-1.39705, -1.79411, -1.22496], [1.17660, 0.27913, 0.52498], [0.35946, 2.05710, -0.73977], [-0.62702, 0.12262, -1.07355]]}

{"formula": "C2H22O10", "method": "the ωB97M-V functional and the def2-TZVPD basis", "smiles": "CC=O.O.O.O.O.O.O.O.O.O", "total_energy_ha": -841.76794, "molar_mass_g_mol": 206.19, "homo_energy_ev": -10.41, "e_above_lowest_kj_mol": 69.96, "orbital_gap_ev": 10.43, "elements": ["O", "C", "C", "H", "H", "H", "H", "H", "H", "O", "H", "H", "O", "H", "H", "O", "H", "H", "O", "H", "H", "O", "H", "H", "O", "H", "H", "O", "H", "H", "O", "H", "H", "O"], "coordinates": [[2.19010, 0.72412, 1.31024], [1.23953, 0.92336, 2.05188], [0.60014, 2.23294, 2.25009], [0.93224, 0.01845, 2.57845], [0.09437, 2.42386, 3.19637], [-0.23766, 2.43692, 1.58604], [1.21274, 3.10316, 1.98594], [2.61294, -2.25401, -2.49060], [2.38697, -2.87646, -1.17096], [1.92453, -2.73431, -2.01536], [-1.46559, -3.00311, 0.18704], [-0.89895, -2.72803, 1.60063], [-1.70004, -2.75312, 1.07836], [3.18216, 1.82493, 0.08671], [2.87986, 2.32732, -1.32946], [3.56624, 1.91653, -0.80075], [-0.04646, -1.36782, -3.04008], [-0.47035, 0.11821, -3.18852], [-0.67947, -0.77416, -3.47529], [-1.85604, -0.97895, 2.79636], [-1.88802, -0.19088, 1.59542], [-1.39356, -0.21034, 2.42145], [-3.68396, 1.00128, -2.04398], [-2.72968, 0.04623, -2.70970], [-2.81611, 0.59468, -1.92109], [-1.47454, 1.69047, -1.31492], [-0.94292, 2.68264, -0.23938], [-0.64940, 2.03651, -0.88110], [3.72151, -1.00798, 0.80100], [3.66681, -0.29436, -0.47398], [3.92248, -1.15606, -0.12903], [-3.35135, -1.87928, 0.25856], [-3.79361, -0.47913, 0.71433], [-4.05489, -1.41361, 0.72533]]}

{"formula": "C3H10N3", "method": "the ωB97M-V functional and the def2-TZVPD basis", "total_energy_ha": -284.13027, "molar_mass_g_mol": 88.13, "homo_energy_ev": [-11.48, -14.61], "s2": 2.0115, "multiplicity": 3, "e_above_lowest_kj_mol": 50.61, "charge": 1, "orbital_gap_ev": [8.63, 8.08], "elements": ["C", "C", "C", "N", "N", "N", "H", "H", "H", "H", "H", "H", "H", "H", "H", "H"], "coordinates": [[0.18450, -0.85802, -0.78312], [-0.27321, 0.35094, -1.26953], [-1.95707, 1.19907, 0.29146], [1.61619, -1.54263, 0.58659], [2.07834, -0.83750, 1.62102], [-1.11460, 1.23004, -0.87887], [0.78186, -1.36657, -1.52710], [-0.45417, -1.64340, -0.41527], [0.32563, 0.65715, -2.18125], [-1.33473, 1.39075, 1.25126], [-2.71417, 1.94498, 0.33790], [-2.53468, 0.24714, 0.46503], [1.59405, -1.02205, 2.49917], [2.74603, -0.17342, 1.54669], [-1.25069, 2.06496, -1.49986], [2.30671, -1.64144, -0.04414]]}

{"formula": "C15H36IO15P3S", "method": "the ωB97M-V functional and the def2-TZVPD basis", "total_energy_ha": -3441.83550, "molar_mass_g_mol": 708.33, "homo_energy_ev": -10.19, "orbital_gap_ev": 8.51, "elements": ["O", "C", "C", "O", "P", "O", "O", "I", "O", "C", "S", "O", "O", "H", "H", "H", "H", "H", "H", "O", "P", "O", "C", "C", "O", "C", "C", "O", "C", "C", "H", "H", "H", "H", "H", "H", "H", "H", "H", "H", "H", "H", "H", "H", "H", "O", "P", "O", "C", "C", "O", "C", "C", "O", "C", "C", "H", "H", "H", "H", "H", "H", "H", "H", "H", "H", "H", "H", "H", "H", "H"], "coordinates": [[3.13002, 5.08652, 3.19955], [3.75102, 4.26190, 2.57444], [4.40643, 3.06545, 3.24781], [3.50877, 2.34619, 4.09703], [2.57697, 1.22391, 3.45773], [2.93123, -0.09618, 3.95916], [2.73411, 1.33108, 1.87448], [1.57790, -0.12919, 1.06260], [1.05936, 1.55480, 3.84139], [0.69566, 2.92463, 3.72188], [-1.11083, 3.02658, 3.61371], [-1.42641, 3.53942, 2.31012], [-1.67806, 1.78066, 4.02153], [3.84817, 4.38917, 1.48022], [5.18328, 3.46618, 3.90180], [4.90919, 2.43762, 2.51291], [1.03114, 3.29941, 2.75365], [1.06439, 3.53189, 4.54871], [-1.39877, 4.02194, 4.48853], [0.90352, 2.59409, -5.97169], [1.40901, 2.54444, -4.58953], [3.02097, 2.72260, -4.70284], [3.56114, 3.86424, -5.35986], [3.34818, 5.14663, -4.57583], [1.30920, 1.02980, -4.09348], [0.71405, -0.01441, -4.86377], [1.74555, -0.73145, -5.70996], [1.35059, 3.09652, -3.06977], [0.43218, 4.13296, -2.66721], [-0.98408, 3.87235, -3.13776], [3.13492, 3.95284, -6.36278], [4.62786, 3.67135, -5.47141], [2.29700, 5.44660, -4.59746], [3.93188, 5.96148, -5.00469], [3.63604, 5.01255, -3.53273], [-0.09792, 0.37518, -5.47790], [0.27145, -0.70887, -4.14828], [2.35065, -0.02316, -6.27562], [1.26100, -1.41639, -6.40682], [2.42398, -1.30560, -5.07749], [0.78788, 5.10063, -3.02830], [0.46343, 4.15831, -1.57896], [-1.05113, 3.91089, -4.22932], [-1.66335, 4.62436, -2.73710], [-1.32064, 2.88566, -2.81823], [-4.08990, -4.32796, 2.88212], [-2.80035, -4.57173, 2.22512], [-1.91823, -5.62048, 3.05088], [-2.46254, -6.90275, 3.37152], [-2.61155, -7.79175, 2.15110], [-1.89662, -3.26334, 2.44241], [-2.40579, -2.10140, 3.10471], [-2.12769, -2.14652, 4.59244], [-2.27408, -4.82665, 0.73736], [-3.18079, -5.06057, -0.36149], [-4.30039, -4.04095, -0.43055], [-3.42187, -6.78125, 3.88038], [-1.76957, -7.35537, 4.07922], [-3.42354, -7.43944, 1.50940], [-2.84493, -8.81465, 2.44671], [-1.69514, -7.79162, 1.56072], [-3.46992, -1.97678, 2.90592], [-1.89494, -1.24458, 2.66526], [-2.43948, -3.09890, 5.02207], [-2.65103, -1.33809, 5.10390], [-1.05875, -2.03882, 4.78161], [-3.58375, -6.07397, -0.29480], [-2.57412, -5.01100, -1.26391], [-4.96226, -4.11974, 0.43386], [-4.90143, -4.19996, -1.32599], [-3.89823, -3.02732, -0.44840]]}